[1]
Formula: C36H37ErN4O4
Source: the OMol25 dataset
Level of theory: the ωB97M-V functional and the def2-TZVPD basis

Element x y z (Å)
Er  0.564  -0.014  -0.930
C  3.017  -1.795  0.966
N  1.621  -2.117  0.548
C  1.617  -3.256  -0.382
C  1.666  -2.820  -1.857
C  0.279  -2.857  -2.504
N  -0.643  -2.026  -1.707
C  -1.861  -2.323  -1.527
C  -2.884  -1.443  -0.915
C  -4.244  -1.711  -1.171
C  -5.240  -0.804  -0.824
C  -4.829  0.426  -0.273
C  -3.543  0.687  0.106
C  -2.511  -0.269  -0.140
O  -1.300  0.005  0.192
C  0.783  -2.350  1.755
C  0.830  -1.350  2.903
C  0.273  0.092  2.631
N  1.004  0.640  1.515
C  1.725  1.665  1.723
C  2.682  2.286  0.797
C  3.262  3.456  1.217
C  4.327  4.057  0.530
C  4.893  3.334  -0.500
C  4.391  2.103  -0.862
C  3.217  1.605  -0.307
O  2.690  0.513  -0.764
H  3.361  -2.509  1.706
H  3.015  -0.820  1.469
H  3.625  -1.794  0.096
H  0.678  -3.862  -0.277
H  2.464  -3.917  -0.171
H  2.314  -3.561  -2.415
H  2.231  -1.829  -1.926
H  -0.028  -3.907  -2.549
H  0.349  -2.444  -3.512
H  -2.256  -3.237  -1.913
H  -4.447  -2.683  -1.653
H  -6.288  -1.021  -1.043
H  -5.499  1.239  -0.057
H  -3.278  1.615  0.638
H  1.092  -3.375  2.133
H  -0.235  -2.491  1.422
H  1.835  -1.298  3.361
H  0.151  -1.792  3.638
H  0.392  0.657  3.593
H  -0.793  0.010  2.444
H  1.645  2.191  2.701
H  2.836  3.923  2.110
H  4.613  5.070  0.777
H  5.708  3.749  -1.120
H  4.718  1.595  -1.792
C  1.149  1.291  -5.318
C  1.019  1.361  -3.796
O  0.784  0.287  -3.174
C  1.336  2.631  -3.161
C  2.213  3.555  -3.733
C  2.561  4.724  -3.140
C  1.968  5.065  -1.930
C  1.080  4.228  -1.306
C  0.790  2.923  -1.836
O  -0.004  2.120  -1.257
H  0.668  0.445  -5.787
H  2.275  1.184  -5.557
H  0.803  2.158  -5.787
H  2.617  3.292  -4.698
H  3.306  5.365  -3.595
H  2.143  6.040  -1.468
H  0.562  4.527  -0.387
N  -3.260  1.387  4.525
C  -3.630  0.341  4.189
C  -4.050  -1.045  3.828
C  -4.812  -1.361  2.723
C  -5.137  -2.705  2.474
C  -4.748  -3.691  3.409
C  -3.889  -3.312  4.492
C  -3.583  -1.987  4.739
H  -5.007  -0.578  2.045
H  -5.705  -3.040  1.639
H  -4.986  -4.726  3.312
H  -3.528  -4.105  5.112
H  -2.926  -1.615  5.563

As for the relative energy (zero: lowest compared OMol25 entry of this formula, charge and spin): 0.631 eV. The value obtained for the HOMO energy (alpha / beta) is -7.407 / -7.416 eV. The spin multiplicity is 4. For the total energy, the calculation gives -2929.23280 hartree.

[2]
Formula: C9H10NO2S
Source: the OMol25 dataset
Level of theory: the ωB97M-V functional and the def2-TZVPD basis

Element x y z (Å)
C  0.572  -3.566  0.714
C  -0.262  -3.573  -0.336
S  -1.113  -2.069  -0.458
C  -0.157  -1.397  0.844
C  -0.364  -0.128  1.437
O  0.843  0.610  1.595
C  0.064  1.015  0.535
C  0.704  0.867  -0.858
N  -0.198  1.806  -1.688
C  -0.750  2.907  -0.836
O  0.336  3.484  -0.209
C  -0.394  2.535  0.522
C  0.755  -2.272  1.272
H  1.041  -4.525  0.920
H  -0.560  -4.386  -0.860
H  -1.274  -0.123  2.139
H  1.659  1.426  -1.018
H  0.762  -0.084  -1.181
H  0.232  2.012  -2.604
H  -0.886  1.133  -2.127
H  -1.506  3.415  -1.223
H  -0.937  2.988  1.401
H  1.435  -2.074  2.021

As for the relative energy (zero: lowest compared OMol25 entry of this formula, charge and spin): 1.622 eV. The value obtained for the HOMO energy is -12.335 eV. The SMILES is c1csc([C@H]2O[C@@]23C[NH2+][C@@H]2O[C@@H]23)c1. The spin multiplicity is 1. For the total energy, the calculation gives -951.96785 hartree. Its charge is +1.

[3]
Formula: C3H6N
Source: the OMol25 dataset
Level of theory: the ωB97M-V functional and the def2-TZVPD basis

Element x y z (Å)
C  -1.955  -0.365  -0.294
C  -0.774  -0.164  0.134
N  0.310  0.171  0.644
C  1.546  -0.017  -0.089
H  -2.290  0.617  -0.608
H  -2.719  -1.082  -0.370
H  0.270  0.775  1.503
H  1.747  -0.998  -0.429
H  1.489  0.661  -0.958
H  2.375  0.401  0.466

As for the relative energy (zero: lowest compared OMol25 entry of this formula, charge and spin): 1.032 eV. The value obtained for the HOMO energy is -16.703 eV. The SMILES is C=C=[NH+]C. The spin multiplicity is 1. For the total energy, the calculation gives -172.32067 hartree. Its charge is +1.

[4]
Formula: C15H22O5
Source: the OMol25 dataset
Level of theory: the ωB97M-V functional and the def2-TZVPD basis

Element x y z (Å)
C  -2.407  -2.106  0.486
H  -1.377  -1.771  0.865
O  -2.684  -1.183  -0.709
C  -3.489  -0.144  -0.366
O  -4.690  -0.564  0.230
C  -5.742  -1.185  -0.304
H  -5.379  -2.172  -0.562
H  -6.060  -0.480  -1.328
H  -6.564  -1.261  0.234
C  -2.692  0.855  0.481
C  -1.958  1.997  -0.375
C  -0.587  2.190  -0.244
C  0.328  1.254  0.872
C  1.810  1.981  0.990
O  2.289  2.200  -0.444
C  2.377  1.100  -1.096
C  3.342  -0.152  -0.642
C  2.853  -1.364  -0.697
C  3.794  -2.221  -0.352
C  4.879  -1.987  0.416
C  5.282  -0.722  0.299
C  4.415  0.394  0.048
H  4.846  1.444  0.018
H  6.215  -0.432  1.021
H  5.527  -2.658  0.443
H  3.442  -3.331  -0.370
H  1.949  -1.731  -1.235
H  2.963  1.747  -2.128
H  1.389  0.711  -1.423
H  1.924  2.777  1.600
H  2.394  1.214  1.381
O  0.163  0.011  0.801
H  0.070  -0.159  0.018
H  -0.133  1.614  1.933
H  -0.118  2.987  -0.458
O  -0.837  1.441  -1.144
H  -2.447  2.564  -1.093
H  -3.440  1.535  1.314
H  -2.126  0.403  1.216
H  -3.915  0.458  -1.224
H  -2.217  -3.172  0.135
H  -3.388  -2.082  1.393

As for the relative energy (zero: lowest compared OMol25 entry of this formula, charge and spin): 16.810 eV. The value obtained for the HOMO energy is -9.010 eV. The spin multiplicity is 1. For the total energy, the calculation gives -960.40385 hartree.

[5]
Formula: C7H7BrF2
Source: the OMol25 dataset
Level of theory: the ωB97M-V functional and the def2-TZVPD basis

Element x y z (Å)
C  -0.918  -1.309  -1.791
C  -0.729  -0.310  -0.684
C  -0.922  -0.804  0.552
F  -1.382  -2.014  0.893
C  -0.580  -0.011  1.737
C  0.181  1.098  1.674
C  1.016  1.632  0.625
C  1.772  0.960  -0.242
F  2.410  1.551  -1.282
Br  2.365  -0.876  -0.074
H  -1.643  -0.766  -2.425
H  -1.463  -2.268  -1.523
H  0.083  -1.640  -2.346
H  -0.438  0.639  -1.003
H  -1.057  -0.192  2.739
H  0.233  1.625  2.631
H  1.072  2.684  0.519

As for the relative energy (zero: lowest compared OMol25 entry of this formula, charge and spin): 1.562 eV. The value obtained for the HOMO energy is -8.365 eV. The SMILES is C/C=C(F)/C=C\C=C(\F)Br. The spin multiplicity is 1. For the total energy, the calculation gives -3044.56777 hartree.

[6]
Formula: C2H37NO18
Source: the OMol25 dataset
Level of theory: the ωB97M-V functional and the def2-TZVPD basis

Element x y z (Å)
O  -1.441  -1.672  -0.739
C  -2.016  -1.812  0.390
O  -2.677  -2.933  0.838
C  -1.832  -0.913  1.504
N  -0.557  -0.201  1.427
H  -3.198  -3.486  0.208
H  -2.868  -0.352  1.615
H  -1.762  -1.472  2.374
H  -0.544  0.494  2.193
H  -0.340  -0.102  0.451
H  0.337  -0.710  2.931
H  0.943  -0.833  4.272
O  0.416  -0.164  3.784
H  2.033  -3.262  2.825
H  2.692  -1.988  3.048
O  1.991  -2.563  3.516
H  -0.245  1.241  -1.640
H  -0.545  2.554  -0.803
O  -0.951  1.809  -1.146
H  2.003  1.145  -0.233
H  2.072  0.459  -1.638
O  1.760  0.310  -0.776
H  -1.059  -2.167  -3.839
H  -0.087  -3.301  -3.303
O  -0.287  -2.321  -3.286
H  -1.826  0.469  -3.339
H  -0.429  0.438  -3.165
O  -1.027  0.808  -3.746
H  1.518  3.083  -1.273
H  2.764  3.287  -0.459
O  1.941  2.873  -0.329
H  3.595  -1.372  0.496
H  2.339  -0.668  0.271
O  2.865  -1.097  0.967
H  0.278  2.263  4.181
H  -0.964  1.536  4.238
O  -0.504  2.031  3.583
H  -2.614  -1.319  -1.871
H  -3.084  -2.252  -3.123
O  -3.169  -1.487  -2.684
H  3.824  -0.113  -2.463
H  3.016  -1.132  -2.551
O  3.260  -0.394  -3.064
H  2.762  2.339  2.315
H  3.455  1.160  1.950
O  3.550  1.886  2.477
H  -0.272  3.132  -3.607
H  0.776  2.091  -3.931
O  0.722  2.865  -3.401
H  -3.536  2.371  0.044
H  -3.139  2.428  -1.300
O  -3.728  2.885  -0.776
H  1.167  -3.115  0.421
H  2.135  -4.082  0.045
O  1.601  -3.949  0.733
H  -1.259  2.582  2.222
H  -2.195  3.512  1.922
O  -1.915  2.723  1.441

As for the relative energy (zero: lowest compared OMol25 entry of this formula, charge and spin): 4.568 eV. The value obtained for the HOMO energy is -9.292 eV. The spin multiplicity is 1. For the total energy, the calculation gives -1507.32615 hartree.

Q: Among the records above, which one has the highest relative energy (zero: lowest compared OMol25 entry of this formula, charge and spin)?
A: C15H22O5